[1]
ORCA calculation (ωB97M-V/def2-TZVPD) on a 2-piece molecular cluster, BrClO3P overall in a non-equilibrium geometry.

Geometry as XYZ:
```
6
BrClO3P, DFT ωB97M-V/def2-TZVPD
O 0.239 -0.989 2.279
O 1.299 1.129 -0.183
O -0.996 0.238 -0.687
P 0.524 -0.117 0.032
Cl -1.880 1.474 0.012
Br 0.815 -1.735 -1.453
```

- Kohn-Sham gap (alpha / beta): 0.291 / 0.292 hartree
- Highest occupied orbital energy (alpha / beta): -5.1 / -5.1 eV
- Relative energy (zero: lowest compared OMol25 entry of this formula, charge and spin): 573.8 kJ/mol
- Charge: -1



[2]
ORCA calculation (ωB97M-V/def2-TZVPD) on an isolated ion of composition C7H14N and charge +1 in a non-equilibrium geometry.

Geometry as XYZ:
```
22
C7H14N, DFT ωB97M-V/def2-TZVPD
C 2.232 1.425 1.944
C 1.948 1.732 0.680
C 0.656 1.770 -0.085
C -0.288 0.786 -0.246
C -1.413 1.090 -1.094
C -0.139 -0.641 0.352
C -1.160 -1.566 -0.145
N -0.560 -2.771 -0.760
H 3.260 1.594 2.367
H 1.603 1.147 2.625
H 2.923 2.229 0.196
H 0.662 2.820 -0.419
H -1.295 0.693 -2.071
H -2.471 0.949 -0.713
H -1.705 2.152 -1.345
H -0.281 -0.452 1.423
H 0.998 -0.930 0.132
H -1.792 -1.099 -0.876
H -1.976 -1.627 0.629
H -0.369 -3.404 0.043
H 0.289 -2.385 -1.270
H -1.123 -3.513 -1.367
```

- Kohn-Sham gap: 0.293 hartree
- Structure (SMILES): C=C/C=C(/C)CC[NH3+]
- Highest occupied orbital energy: -11.9 eV
- Relative energy (zero: lowest compared OMol25 entry of this formula, charge and spin): 320.0 kJ/mol
- Charge: +1



[3]
ORCA calculation (ωB97M-V/def2-TZVPD) on a 2-piece molecular cluster, C3HINO3 overall in a non-equilibrium geometry.

Geometry as XYZ:
```
9
C3HINO3, DFT ωB97M-V/def2-TZVPD
C -0.060 0.169 -0.979
C -0.904 1.400 -1.094
C 0.712 -1.393 2.464
N 0.408 -0.618 1.650
O -1.539 0.285 -1.289
O 1.008 -2.115 3.388
O -1.024 2.555 -1.271
I 1.110 -0.080 -2.862
H 0.289 -0.203 -0.007
```

- Kohn-Sham gap: 0.263 hartree
- Highest occupied orbital energy: -4.7 eV
- Relative energy (zero: lowest compared OMol25 entry of this formula, charge and spin): 147.2 kJ/mol
- Charge: -1



[4]
ORCA calculation (ωB97M-V/def2-TZVPD) on one molecule with the formula C3H5NO in a non-equilibrium geometry.

Geometry as XYZ:
```
10
C3H5NO, DFT ωB97M-V/def2-TZVPD
C -0.159 1.506 -1.090
C 0.318 0.556 -0.232
N -0.451 -0.468 0.380
C 0.201 -1.510 0.934
O 1.407 -1.658 1.143
H 0.491 2.274 -1.444
H -1.237 1.585 -1.409
H 1.342 0.555 0.184
H -1.418 -0.593 0.188
H -0.494 -2.246 1.347
```

- Kohn-Sham gap: 0.371 hartree
- Structure (SMILES): C=CNC=O
- Highest occupied orbital energy: -9.2 eV
- Relative energy (zero: lowest compared OMol25 entry of this formula, charge and spin): 59.1 kJ/mol



[5]
ORCA calculation (ωB97M-V/def2-TZVPD) on C25H21GeS4SbSeTc as an isolated structure in a non-equilibrium geometry.

Geometry as XYZ:
```
54
C25H21GeS4SbSeTc, DFT ωB97M-V/def2-TZVPD
Tc -1.150 -1.348 0.998
S -2.680 1.667 2.687
Sb -2.092 -0.040 4.265
S -0.511 -1.329 3.338
S -1.925 0.638 1.026
S -2.412 0.054 6.439
C 0.401 -1.303 0.097
Ge 1.571 0.017 -0.806
C 0.899 1.763 -0.172
C 1.376 2.324 0.984
C 0.678 3.387 1.532
C -0.334 4.032 0.869
C -0.800 3.514 -0.365
C -0.126 2.463 -0.912
C 1.136 -0.411 -2.632
C 0.257 -1.410 -3.006
C -0.054 -1.561 -4.353
C 0.667 -0.874 -5.368
C 1.694 -0.003 -4.976
C 1.948 0.235 -3.605
C 3.481 -0.324 -0.406
C 4.176 0.827 -0.119
C 5.556 0.831 -0.043
C 6.207 -0.426 -0.094
C 5.494 -1.552 -0.380
C 4.114 -1.550 -0.501
H 0.599 -2.380 0.180
H 2.201 1.818 1.506
H 1.022 3.860 2.419
H -0.792 4.865 1.371
H -1.515 4.005 -0.971
H -0.404 2.142 -1.930
H -0.375 -1.865 -2.208
H -0.791 -2.238 -4.738
H 0.406 -0.979 -6.400
H 2.293 0.418 -5.712
H 2.587 1.028 -3.268
H 3.559 1.741 0.034
H 6.109 1.805 -0.019
H 7.267 -0.521 0.001
H 6.104 -2.456 -0.237
H 3.611 -2.470 -0.785
Se -2.780 -2.825 0.068
C -4.010 -1.982 1.265
C -3.796 -2.099 2.705
C -4.779 -1.585 3.612
C -5.955 -0.965 3.163
C -6.110 -0.771 1.778
C -5.194 -1.337 0.876
H -2.897 -2.615 3.056
H -4.687 -1.743 4.655
H -6.802 -0.836 3.859
H -7.052 -0.402 1.399
H -5.389 -1.238 -0.178
```

- Kohn-Sham gap: 0.226 hartree
- Highest occupied orbital energy: -11.5 eV
- Charge: +1



[6]
ORCA calculation (ωB97M-V/def2-TZVPD) on one molecule with the formula C5H9N3 in a non-equilibrium geometry.

Geometry as XYZ:
```
17
C5H9N3, DFT ωB97M-V/def2-TZVPD
H 2.018 -1.991 -0.698
N 2.242 -0.940 -0.500
C 1.208 -0.354 -0.191
N 1.250 0.947 0.414
N -0.054 1.687 0.024
C -0.619 0.676 -0.940
C -1.437 -0.544 -0.860
C -0.213 -0.631 -0.164
C -0.674 -0.638 1.367
H 2.151 1.677 0.476
H 0.234 2.555 -0.543
H 0.013 0.739 -1.922
H -2.141 -0.486 0.090
H -1.845 -1.115 -1.725
H 0.283 -0.378 1.998
H -1.212 0.324 1.643
H -1.206 -1.530 1.531
```

- Kohn-Sham gap: 0.344 hartree
- Structure (SMILES): [H]/N=C1/NN[C@@H]2C[C@@]12C
- Highest occupied orbital energy: -8.4 eV
- Relative energy (zero: lowest compared OMol25 entry of this formula, charge and spin): 686.2 kJ/mol



[7]
ORCA calculation (ωB97M-V/def2-TZVPD) on C16H9ClF6IrN3O5Se as an isolated structure in a non-equilibrium geometry.

Geometry as XYZ:
```
42
C16H9ClF6IrN3O5Se, DFT ωB97M-V/def2-TZVPD
Ir -0.668 0.330 0.421
O 3.737 -0.450 4.371
C 4.261 -0.361 3.179
O 5.449 -0.294 2.985
C 3.314 -0.317 2.011
C 3.730 -0.285 0.678
Cl 5.345 -0.400 0.208
N 2.627 -0.164 -0.116
N 1.534 -0.108 0.671
C 1.915 -0.219 1.944
C 0.845 -0.329 3.013
O 1.171 -0.602 4.161
O -0.338 -0.149 2.613
C 2.490 -0.169 -1.527
C 3.604 -0.271 -2.359
C 3.448 -0.323 -3.732
C 2.191 -0.284 -4.305
C 1.077 -0.168 -3.487
C 1.224 -0.101 -2.113
H 2.731 -0.534 4.397
H 4.601 -0.317 -1.961
H 4.326 -0.400 -4.353
H 2.076 -0.336 -5.375
H 0.091 -0.135 -3.921
H 0.316 -0.005 -1.491
Se -1.049 2.579 1.452
C -0.805 3.724 0.084
N -0.604 4.495 -0.745
C -3.944 -0.347 1.702
C -3.747 -0.364 0.175
O -2.458 -0.514 -0.211
C -4.287 0.966 -0.432
F -4.180 1.007 -1.758
F -3.548 1.997 0.033
F -5.553 1.235 -0.118
C -4.557 -1.549 -0.433
F -4.401 -1.649 -1.752
F -4.160 -2.706 0.101
F -5.872 -1.444 -0.201
H -3.417 0.509 2.126
H -3.515 -1.258 2.118
H -5.003 -0.290 1.944
```

- Kohn-Sham gap (alpha / beta): 0.233 / 0.234 hartree
- Highest occupied orbital energy (alpha / beta): -9.5 / -9.5 eV



[8]
ORCA calculation (ωB97M-V/def2-TZVPD) on C3H7AsF6KN2O7 as an isolated structure in a non-equilibrium geometry.

Geometry as XYZ:
```
27
C3H7AsF6KN2O7, DFT ωB97M-V/def2-TZVPD
K -11.324 -13.937 2.148
As -8.528 -12.990 -0.845
F -8.086 -12.760 -2.537
F -10.186 -12.450 -1.256
F -8.909 -13.113 0.910
F -6.761 -13.410 -0.536
F -8.053 -11.297 -0.658
F -8.954 -14.750 -1.102
O -9.716 -16.283 1.569
C -8.723 -16.276 2.453
O -7.582 -16.689 2.150
O -8.996 -15.857 3.591
H -9.126 -16.815 1.029
C -13.315 -15.197 6.197
N -13.718 -15.468 4.820
O -12.971 -15.048 3.921
O -14.806 -15.983 4.579
H -13.651 -14.185 6.424
H -12.229 -15.289 6.219
H -13.741 -15.947 6.862
C -13.561 -10.675 -0.134
N -13.014 -11.449 1.009
O -13.799 -12.271 1.557
O -11.883 -11.255 1.374
H -14.621 -10.898 -0.248
H -12.950 -10.739 -1.034
H -13.506 -9.633 0.180
```

- Kohn-Sham gap (alpha / beta): 0.380 / 0.265 hartree
- Spin multiplicity: 2
- Highest occupied orbital energy (alpha / beta): -11.7 / -11.7 eV



[9]
ORCA calculation (ωB97M-V/def2-TZVPD) on one molecule with the formula C5H8O.

Geometry as XYZ:
```
14
C5H8O, DFT ωB97M-V/def2-TZVPD
C -1.233 -0.850 -0.484
C -0.496 0.479 -0.552
C -0.119 1.283 0.654
C 0.952 0.538 -0.102
C 1.464 -0.745 0.470
O 2.272 -1.459 -0.077
H -1.344 -1.201 0.547
H -2.234 -0.791 -0.923
H -0.673 -1.609 -1.033
H -0.709 1.065 -1.443
H -0.391 0.922 1.648
H -0.118 2.365 0.567
H 1.661 1.079 -0.729
H 1.016 -1.032 1.452
```

- Kohn-Sham gap: 0.400 hartree
- Structure (SMILES): C[C@H]1C[C@H]1C=O
- Highest occupied orbital energy: -9.8 eV
- Relative energy (zero: lowest compared OMol25 entry of this formula, charge and spin): 119.6 kJ/mol



[10]
ORCA calculation (ωB97M-V/def2-TZVPD) on C39H60CdN2O4PSb as an isolated structure in a non-equilibrium geometry.

Geometry as XYZ:
```
108
C39H60CdN2O4PSb, DFT ωB97M-V/def2-TZVPD
Cd 12.873 14.116 9.211
C 17.676 13.130 7.103
O 17.664 13.188 8.553
C 17.352 14.450 8.962
C 18.379 15.350 9.132
C 18.214 16.659 9.557
C 16.923 17.047 9.708
C 15.826 16.266 9.432
C 14.524 16.898 9.543
N 13.356 16.359 9.402
N 12.291 17.249 9.454
C 11.131 16.664 9.331
O 10.982 15.363 9.340
C 9.928 17.524 9.089
C 8.755 16.994 8.569
C 7.669 17.788 8.280
C 7.690 19.113 8.760
C 8.819 19.657 9.401
C 9.976 18.879 9.463
C 15.977 14.865 8.968
O 15.038 14.047 8.687
H 18.096 12.197 6.731
H 18.177 14.016 6.713
H 16.607 13.167 6.833
H 19.364 14.944 9.040
H 19.080 17.396 9.664
H 16.791 18.089 9.972
H 14.464 17.961 9.757
H 8.814 15.982 8.299
H 6.825 17.366 7.830
H 6.780 19.772 8.751
H 8.744 20.656 9.810
H 10.918 19.207 9.855
O 12.799 12.366 10.799
P 13.482 11.719 12.070
C 12.176 10.801 12.950
C 11.038 11.521 13.675
C 11.441 12.016 15.091
C 11.874 10.904 15.989
C 13.082 10.168 15.311
C 12.639 9.652 13.929
C 14.254 13.030 13.087
C 15.692 13.586 12.537
C 15.806 15.074 12.883
C 15.161 15.355 14.257
C 13.629 15.194 14.188
C 13.242 14.183 13.167
C 14.701 10.486 11.477
C 15.413 10.980 10.172
C 15.874 9.847 9.310
C 16.555 8.805 10.193
C 17.062 9.463 11.479
C 15.886 10.005 12.341
H 11.850 10.262 12.106
H 10.166 10.882 13.710
H 10.734 12.485 13.158
H 10.571 12.514 15.525
H 12.158 12.814 15.036
H 10.995 10.299 16.241
H 12.268 11.247 16.967
H 13.419 9.299 15.972
H 13.837 10.960 15.182
H 11.821 8.941 14.097
H 13.455 9.116 13.476
H 14.434 12.683 14.075
H 15.807 13.405 11.459
H 16.557 12.994 12.903
H 15.315 15.678 12.063
H 16.846 15.438 12.835
H 15.423 16.360 14.617
H 15.571 14.678 15.050
H 13.157 16.099 13.938
H 13.260 14.919 15.208
H 13.162 14.746 12.197
H 12.264 13.803 13.422
H 14.025 9.614 11.274
H 16.313 11.641 10.384
H 14.789 11.622 9.494
H 16.623 10.176 8.633
H 15.093 9.398 8.725
H 17.380 8.326 9.581
H 15.975 7.970 10.492
H 17.663 10.252 11.209
H 17.654 8.751 12.028
H 16.248 10.879 12.897
H 15.564 9.218 13.032
C 11.855 10.194 5.647
C 12.124 10.476 7.166
Sb 11.279 12.263 7.912
C 10.580 13.318 6.165
C 11.711 13.894 5.389
C 9.517 11.476 8.758
C 8.325 12.476 9.069
H 12.037 9.142 5.354
H 12.574 10.747 5.042
H 10.854 10.480 5.285
H 13.229 10.684 7.290
H 11.860 9.615 7.852
H 9.965 14.130 6.427
H 10.029 12.618 5.578
H 12.233 14.668 5.968
H 11.399 14.345 4.422
H 12.496 13.181 5.099
H 9.780 10.884 9.645
H 9.230 10.741 8.005
H 8.435 13.072 9.948
H 7.365 11.980 9.117
H 8.272 13.191 8.269
```

- Kohn-Sham gap: 0.264 hartree
- Highest occupied orbital energy: -6.8 eV
- Relative energy (zero: lowest compared OMol25 entry of this formula, charge and spin): 1.3 kJ/mol



[11]
ORCA calculation (ωB97M-V/def2-TZVPD) on C24H43N2OP3SW as an isolated structure in a non-equilibrium geometry.

Geometry as XYZ:
```
75
C24H43N2OP3SW, DFT ωB97M-V/def2-TZVPD
W 0.631 0.547 -0.726
P -1.599 -0.736 -0.650
P 2.432 1.014 -2.091
P -0.565 2.511 -0.972
H 1.570 1.165 3.943
C 0.508 1.171 4.235
C -0.223 0.043 4.176
H 0.204 -0.921 3.872
C -1.564 -2.408 0.131
C -2.468 -1.152 -2.218
C -2.993 -0.060 0.354
C 4.081 0.367 -1.509
C 2.346 0.316 -3.780
C 2.992 2.725 -2.452
C -1.307 2.836 0.657
C -1.981 2.510 -2.149
C 0.143 4.128 -1.407
H 0.083 2.141 4.515
H -1.270 0.013 4.512
H -0.974 -2.396 1.057
H -1.137 -3.154 -0.553
H -2.599 -2.691 0.372
H -1.969 -1.997 -2.709
H -2.476 -0.298 -2.906
H -3.505 -1.436 -1.981
H -2.659 0.108 1.385
H -3.795 -0.813 0.361
H -3.388 0.874 -0.061
H 4.766 1.220 -1.409
H 4.465 -0.333 -2.261
H 4.042 -0.146 -0.541
H 3.049 0.851 -4.439
H 1.328 0.422 -4.181
H 2.611 -0.749 -3.743
H 4.039 2.668 -2.783
H 2.947 3.373 -1.565
H 2.395 3.167 -3.256
H -2.214 3.436 0.496
H -0.578 3.433 1.235
H -1.559 1.929 1.220
H -2.411 3.523 -2.147
H -2.757 1.787 -1.868
H -1.622 2.278 -3.161
H -0.698 4.828 -1.493
H 0.686 4.090 -2.359
H 0.794 4.474 -0.592
C 2.020 4.870 1.845
C 3.117 4.157 1.207
C 4.399 4.679 1.253
C 4.682 5.797 2.057
C 3.672 6.375 2.842
C 2.384 5.901 2.794
O 0.803 4.685 1.544
H 2.054 0.136 -0.147
H 2.874 3.238 0.663
H 5.187 4.199 0.661
H 5.695 6.203 2.086
H 3.913 7.209 3.501
H 1.565 6.324 3.366
N 2.265 -1.107 1.382
C 1.785 -2.051 0.470
N 1.256 -1.623 -0.678
C 1.124 -2.713 -1.609
C 0.562 -2.649 -2.881
C 0.357 -3.856 -3.570
C 0.718 -5.079 -2.988
C 1.310 -5.127 -1.716
C 1.516 -3.933 -1.029
S 2.170 -3.739 0.602
H 3.031 -1.465 1.953
H 1.548 -0.716 2.010
H 0.316 -1.679 -3.317
H -0.090 -3.838 -4.567
H 0.542 -6.008 -3.535
H 1.609 -6.059 -1.244
```

- Kohn-Sham gap (alpha / beta): 0.151 / 0.152 hartree
- Spin multiplicity: 3
- Highest occupied orbital energy (alpha / beta): -19.0 / -19.1 eV
- Relative energy (zero: lowest compared OMol25 entry of this formula, charge and spin): 0.0 kJ/mol
- Charge: +4



[12]
ORCA calculation (ωB97M-V/def2-TZVPD) on C3H4O2 as an isolated structure in a non-equilibrium geometry.

Geometry as XYZ:
```
9
C3H4O2, DFT ωB97M-V/def2-TZVPD
O 2.373 -0.847 -0.957
C 1.383 -0.476 -0.441
C -0.016 0.842 0.188
C -0.759 -0.412 0.301
O -0.095 -1.266 -0.552
H -0.080 1.282 -0.808
H -0.178 1.584 0.995
H -1.697 0.080 -0.049
H -0.930 -0.787 1.323
```

- Kohn-Sham gap: 0.380 hartree
- Highest occupied orbital energy: -10.0 eV
- Relative energy (zero: lowest compared OMol25 entry of this formula, charge and spin): 331.2 kJ/mol



[13]
ORCA calculation (ωB97M-V/def2-TZVPD) on C19H36N4O7PdSi2Te as an isolated structure in a non-equilibrium geometry.

Geometry as XYZ:
```
70
C19H36N4O7PdSi2Te, DFT ωB97M-V/def2-TZVPD
Pd 0.261 -0.460 -0.040
O 0.671 -1.818 4.032
C 1.054 -1.318 2.996
O 0.371 -0.455 2.286
C 2.461 -1.537 2.461
C 3.562 -1.330 3.241
C 4.834 -1.282 2.649
C 4.991 -1.363 1.287
C 3.875 -1.580 0.493
C 2.591 -1.800 1.061
O 1.579 -2.218 0.401
N 4.037 -1.533 -0.941
O 5.147 -1.697 -1.410
O 3.044 -1.306 -1.629
N 6.006 -1.055 3.483
O 5.833 -0.935 4.682
O 7.092 -0.988 2.939
H 3.463 -1.174 4.306
H 5.964 -1.239 0.836
N 0.120 -1.230 -2.122
C -1.237 -1.640 -2.529
C -1.380 -3.148 -2.687
C -1.131 -3.936 -1.393
C -1.942 -3.446 -0.195
N -1.257 -2.356 0.524
H 0.661 -0.850 -2.889
H 0.655 -2.034 -1.787
H -1.509 -1.119 -3.445
H -1.928 -1.320 -1.752
H -0.709 -3.512 -3.470
H -2.404 -3.340 -3.017
H -0.073 -3.917 -1.110
H -1.375 -4.980 -1.590
H -2.115 -4.280 0.490
H -2.921 -3.097 -0.534
H -0.393 -2.724 0.927
H -1.819 -2.056 1.315
C 0.391 3.259 -1.102
Si 1.073 2.946 0.619
C 2.240 1.473 0.481
C 1.974 4.473 1.223
C -0.216 2.498 1.926
Te -1.517 0.939 1.291
C -2.725 2.334 0.178
Si -3.935 1.560 -1.047
C -4.388 -0.181 -0.503
C -3.060 1.497 -2.705
C -5.462 2.639 -1.126
H 1.236 3.443 -1.771
H -0.268 4.127 -1.164
H -0.149 2.387 -1.483
H 3.285 1.790 0.525
H 2.125 0.947 -0.480
H 2.087 0.770 1.304
H 2.653 4.851 0.455
H 2.567 4.249 2.112
H 1.277 5.274 1.477
H -0.842 3.337 2.235
H 0.301 2.101 2.801
H -2.078 3.036 -0.344
H -3.267 2.897 0.943
H -3.490 -0.740 -0.232
H -4.898 -0.734 -1.294
H -5.044 -0.167 0.371
H -2.078 1.030 -2.598
H -2.910 2.504 -3.101
H -3.630 0.927 -3.442
H -6.019 2.592 -0.188
H -6.132 2.333 -1.932
H -5.183 3.681 -1.299
```

- Kohn-Sham gap (alpha / beta): 0.296 / 0.227 hartree
- Spin multiplicity: 3
- Highest occupied orbital energy (alpha / beta): -8.2 / -8.2 eV
- Relative energy (zero: lowest compared OMol25 entry of this formula, charge and spin): 101.3 kJ/mol